Record 1
DFT (the ωB97M-V functional and the def2-TZVPD basis) results for a molecular structure, C9H9Cl5O3PS3SbSr.

Values from the calculation:
Gap between HOMO and LUMO (alpha / beta) = 5.9276 / 6.4263 eV
Net charge = -1
HOMO energy (alpha / beta) = -4.211 / -5.063 eV
Multiplicity = 2
Energy relative to the best compared isomer or geometry (same formula, charge and spin) = 26.4 kcal/mol

Geometry as XYZ:
```
32
Properties=species:S:1:pos:R:3:mulliken_spin:R:1
C 0.12 -4.64 0.20 0.01
Cl -4.40 4.28 -2.19 0.00
C 3.78 -1.18 -0.21 0.00
Sr -0.24 0.18 -0.75 0.02
C 0.53 -2.00 2.77 0.00
C -0.04 3.37 -2.67 0.01
Cl -2.62 6.11 -4.00 0.00
S -2.33 -4.40 -3.14 0.28
H 3.09 -0.49 -0.70 0.00
Cl 0.41 5.48 -4.34 0.00
P 1.58 -2.41 0.40 0.00
S 0.40 -1.63 -2.86 0.18
H -0.43 -4.49 -0.72 0.00
C -2.11 2.86 -1.75 0.01
Sb -1.83 -2.29 -2.49 0.34
O 3.16 -2.43 0.07 0.00
H -0.49 -4.28 1.03 0.00
C -1.93 4.75 -3.19 0.00
O 1.72 -2.28 2.05 0.00
H 4.61 -1.36 -0.89 0.00
H 0.34 -5.69 0.35 0.00
H -0.24 -2.77 2.64 0.00
C -0.57 4.47 -3.34 0.00
H 0.79 -1.93 3.83 0.00
S -2.07 -1.91 -0.15 0.17
C -0.78 2.53 -1.86 -0.01
O 1.39 -3.98 0.15 0.00
Cl 1.67 3.02 -2.85 0.00
Cl -3.10 1.80 -0.73 0.00
C -2.72 3.94 -2.38 -0.01
H 0.08 -1.04 2.47 0.00
H 4.15 -0.73 0.71 0.00
```

=====

Record 2
DFT (the ωB97M-V functional and the def2-TZVPD basis) results for a molecular structure, C9H9ClN2O2S.

Values from the calculation:
Gap between HOMO and LUMO = 8.4355 eV
Net charge = 0
HOMO energy = -9.282 eV
Multiplicity = 1
Energy relative to the best compared isomer or geometry (same formula, charge and spin) = 122.4 kcal/mol

Geometry as XYZ:
```
24
Properties=species:S:1:pos:R:3:nbo_charge:R:1
N 1.49 -2.18 0.71 -0.96
O -0.56 -2.16 -0.90 -0.96
C 1.05 -4.41 -0.70 0.30
N 0.50 -4.66 0.33 -0.42
H 2.44 -4.77 -2.26 0.25
H -1.92 -0.10 -0.91 0.25
C -1.20 0.60 -0.38 -0.18
Cl 0.68 -3.21 1.51 0.79
H 0.93 3.13 1.75 0.22
H -0.58 4.76 1.30 0.22
H 0.95 -3.91 -2.78 0.27
C -1.40 4.14 1.01 -0.64
C 0.38 2.38 1.06 -0.21
S 0.63 -1.40 -0.57 2.23
O 1.61 -1.24 -1.58 -0.93
C -1.70 1.82 0.05 -0.21
H -2.76 2.08 -0.21 0.22
H -2.11 4.51 0.34 0.23
H -1.97 4.26 1.90 0.22
H 1.92 0.59 0.95 0.25
C -0.88 2.72 0.72 -0.01
C 0.11 0.27 -0.09 -0.34
C 0.92 1.13 0.65 -0.18
C 1.50 -4.37 -1.88 -0.43
```

=====

Record 3
DFT (the ωB97M-V functional and the def2-TZVPD basis) results for a single C9H9ClSi molecule.

Values from the calculation:
Gap between HOMO and LUMO = 10.1835 eV
Net charge = 0
HOMO energy = -9.427 eV
Multiplicity = 1
Energy relative to the best compared isomer or geometry (same formula, charge and spin) = 10.5 kcal/mol

Geometry as XYZ:
```
20
Properties=species:S:1:pos:R:3:nbo_charge:R:1
C -0.15 -1.25 -2.18 -0.21
H 3.10 -0.32 -2.21 0.21
C 1.70 0.12 -0.72 -0.19
C -0.49 -0.48 2.73 -0.50
Cl 1.30 2.00 2.07 -0.37
C 1.17 -1.26 -2.58 -0.20
C -1.75 2.00 1.05 -1.08
H -2.16 2.37 2.12 0.24
C -0.73 -1.48 3.39 -0.15
H 2.44 0.73 -0.28 0.22
H 1.59 -1.64 -3.53 0.22
C -0.53 -0.69 -1.04 -0.21
H -1.64 -0.67 -0.86 0.21
H -1.07 -1.74 -2.61 0.22
Si -0.21 0.81 1.41 1.53
C 0.36 0.05 -0.27 -0.44
H -2.52 1.33 0.74 0.23
H -1.66 2.97 0.49 0.26
H -0.83 -2.27 4.08 0.23
C 2.08 -0.57 -1.82 -0.21
```

=====

Record 4
DFT (the ωB97M-V functional and the def2-TZVPD basis) results for 2 unconnected molecules or ions with the total composition C9H9ClSi.

Values from the calculation:
Gap between HOMO and LUMO = 9.5444 eV
Net charge = 0
HOMO energy = -8.732 eV
Multiplicity = 1
Energy relative to the best compared isomer or geometry (same formula, charge and spin) = 113.5 kcal/mol

Geometry as XYZ:
```
20
Properties=species:S:1:pos:R:3:nbo_charge:R:1
C 1.69 -1.30 -3.01 0.08
C 0.50 -1.36 -0.93 -0.34
H 1.06 0.82 1.10 0.25
C 0.42 -1.36 -3.51 -0.23
C 0.11 -1.41 -2.24 0.06
H -4.84 1.95 1.19 0.22
H -0.19 1.95 0.53 0.25
C -2.88 1.20 1.85 -0.47
Cl -0.83 1.60 4.34 -0.37
Si -1.16 0.78 2.48 1.29
H -1.22 -0.85 2.62 -0.16
C 2.57 -1.23 -1.93 -0.33
H 2.49 -1.04 0.10 0.21
H 0.02 -1.24 -4.55 0.23
H 0.60 2.22 2.04 0.24
C 1.89 -1.28 -0.75 -0.14
H -0.17 -1.60 -0.15 0.23
H 3.62 -1.00 -2.10 0.24
C -3.93 1.69 1.53 -0.16
C 0.25 1.45 1.40 -1.09
```

=====

Record 5
DFT (the ωB97M-V functional and the def2-TZVPD basis) results for a single C9H9N molecule.

Values from the calculation:
Gap between HOMO and LUMO (alpha / beta) = 7.6792 / 7.6799 eV
Net charge = 0
HOMO energy (alpha / beta) = -7.993 / -7.993 eV
Multiplicity = 1
Energy relative to the best compared isomer or geometry (same formula, charge and spin) = 171.1 kcal/mol

Geometry as XYZ:
```
19
Properties=species:S:1:pos:R:3:nbo_charge:R:1
C 1.33 1.80 -0.39 0.13
C 0.19 0.87 -2.10 0.44
C 1.22 0.05 -1.87 -0.20
H 0.25 -1.84 -2.07 0.22
C 0.97 -1.34 -1.42 -0.41
H 1.87 -1.95 -1.34 0.22
C 0.41 2.18 0.64 -0.49
H -1.70 1.85 0.10 0.23
H 0.63 1.74 1.61 0.25
C 2.00 0.89 -0.93 -0.14
C -0.82 -0.12 0.12 -0.43
C 0.37 -1.11 0.00 -0.39
H 1.18 -0.78 0.66 0.21
N -0.37 1.79 -1.49 -0.47
C -0.72 1.42 -0.11 -0.04
H 0.00 -2.07 0.38 0.21
H -1.23 -0.25 1.12 0.22
H 0.21 3.25 0.74 0.23
H -1.59 -0.45 -0.59 0.21
```

=====

Record 6
DFT (the ωB97M-V functional and the def2-TZVPD basis) results for a gas-phase ion, C9H9N2O2S (charge -1).

Values from the calculation:
Gap between HOMO and LUMO = 7.0933 eV
Net charge = -1
HOMO energy = -4.025 eV
Multiplicity = 1
Energy relative to the best compared isomer or geometry (same formula, charge and spin) = 81.2 kcal/mol

Geometry as XYZ:
```
23
Properties=species:S:1:pos:R:3:nbo_charge:R:1
C -0.72 -2.33 -0.14 0.64
H 2.14 1.62 1.92 0.20
C 0.06 1.77 1.69 -0.40
H 1.71 2.49 0.45 0.18
C -1.77 -1.82 -1.15 -0.63
C 1.47 1.61 1.16 -0.38
O -2.24 0.06 -2.50 -0.65
C 1.56 0.34 0.42 -0.53
H -0.01 1.14 2.61 0.19
N -0.13 -0.18 -1.39 -0.45
O -1.03 -3.07 0.78 -0.66
H 2.18 0.38 -0.39 0.26
C 0.77 -1.29 -1.60 0.23
H -2.69 -2.37 -1.36 0.22
H -0.34 2.72 1.88 0.21
N 0.53 -2.01 -0.53 -0.68
H 1.50 -0.53 1.17 0.28
C -0.75 1.02 0.63 -0.51
S 2.00 -1.37 -2.62 -0.18
H -1.53 0.45 1.07 0.26
H -1.35 1.73 0.01 0.24
C -1.63 -0.69 -1.83 0.60
C 0.27 0.34 -0.27 0.55
```

=====

Record 7
DFT (the ωB97M-V functional and the def2-TZVPD basis) results for a molecular structure, C9H9N2O5PmS.

Values from the calculation:
Gap between HOMO and LUMO (alpha / beta) = 5.6785 / 5.8791 eV
Net charge = +2
HOMO energy (alpha / beta) = -15.140 / -15.205 eV
Multiplicity = 5
Energy relative to the best compared isomer or geometry (same formula, charge and spin) = 0.0 kcal/mol

Geometry as XYZ:
```
27
Properties=species:S:1:pos:R:3:mulliken_spin:R:1
H -4.77 0.01 3.98 0.00
O -2.30 0.67 -2.34 0.00
C -1.63 0.86 3.54 0.00
C -3.19 -0.70 5.31 0.00
O -1.16 -3.57 0.25 0.00
O 1.56 0.05 -2.73 0.00
O 1.48 2.73 -1.30 0.00
H -3.25 -1.66 4.79 0.00
H -4.15 1.18 5.21 0.00
C -0.91 -2.45 0.38 0.00
N -2.97 0.88 3.45 0.00
C -3.88 0.38 4.50 0.00
H -3.31 1.54 2.75 0.00
C 2.06 -0.63 0.57 -0.01
C -1.71 0.47 -1.38 -0.01
Pm -0.30 -0.14 0.47 4.07
H -1.21 -1.31 5.99 0.00
O 3.17 -0.94 0.48 0.00
C -1.75 -0.41 5.68 0.00
H -1.77 0.31 6.51 0.00
S -0.68 1.74 2.36 -0.02
H 0.30 -1.21 -1.51 -0.02
H -0.03 0.33 4.56 0.00
C 0.92 1.98 -0.65 0.00
H -3.76 -0.84 6.23 0.00
C 0.89 -0.19 -1.79 -0.02
N -1.04 0.16 4.52 0.00
```

=====

Record 8
DFT (the ωB97M-V functional and the def2-TZVPD basis) results for a single C9H9N3 molecule.

Values from the calculation:
Gap between HOMO and LUMO = 8.1274 eV
Net charge = 0
HOMO energy = -7.484 eV
Multiplicity = 1
Energy relative to the best compared isomer or geometry (same formula, charge and spin) = 33.1 kcal/mol

Geometry as XYZ:
```
21
Properties=species:S:1:pos:R:3:nbo_charge:R:1
C 0.53 0.07 0.71 0.27
C -0.95 0.44 -1.21 -0.17
H -0.86 4.42 0.10 0.39
C -1.06 1.77 -0.85 -0.26
C 0.52 -2.53 0.23 -0.34
H -0.75 -3.49 -1.62 0.39
N 1.29 -0.65 1.49 -0.48
N -0.35 3.69 0.62 -0.82
H -1.14 -2.22 -2.70 0.41
H -1.26 0.16 -2.22 0.20
C -0.15 -0.49 -0.42 -0.20
C -0.07 -1.82 -0.88 0.27
H 0.47 -3.58 0.16 0.19
C 1.14 -2.01 1.30 0.04
H -1.59 2.54 -1.48 0.21
N -0.63 -2.49 -1.88 -0.79
H 1.67 -2.67 1.96 0.20
C -0.35 2.33 0.28 0.20
C 0.38 1.44 1.03 -0.31
H 0.32 4.00 1.26 0.39
H 1.04 1.83 1.81 0.21
```

=====

Record 9
DFT (the ωB97M-V functional and the def2-TZVPD basis) results for a single C9H9N3O molecule.

Values from the calculation:
Gap between HOMO and LUMO = 8.9622 eV
Net charge = 0
HOMO energy = -9.344 eV
Multiplicity = 1
Energy relative to the best compared isomer or geometry (same formula, charge and spin) = 51.2 kcal/mol

Geometry as XYZ:
```
22
Properties=species:S:1:pos:R:3:nbo_charge:R:1
O -0.69 -1.17 1.76 -0.48
C -2.36 -2.18 -0.12 0.29
H -2.03 -0.22 -2.22 0.40
C 1.22 2.34 -0.64 0.06
H -0.67 -3.14 -1.88 0.23
H -0.58 0.22 -1.63 0.41
N -1.39 -0.28 -1.38 -0.88
N 0.50 1.19 -0.64 -0.45
C 1.86 2.79 0.55 -0.25
H -0.10 -3.25 -0.21 0.22
C 1.48 2.22 1.73 -0.17
C 0.54 1.16 1.72 -0.19
H 1.89 2.54 2.78 0.23
H 2.62 3.58 0.52 0.23
C -0.43 -0.82 0.65 0.56
H 1.23 2.95 -1.60 0.21
C -1.07 -1.42 -0.50 -0.04
C 0.29 0.52 0.54 0.07
N -3.23 -2.85 0.21 -0.32
H 0.74 -2.26 -1.27 0.21
H 0.37 0.69 2.69 0.25
C -0.20 -2.61 -1.07 -0.59
```

=====

Record 10
DFT (the ωB97M-V functional and the def2-TZVPD basis) results for 2 unconnected molecules or ions with the total composition C9H9N3O2.

Values from the calculation:
Gap between HOMO and LUMO = 9.0218 eV
Net charge = 0
HOMO energy = -8.860 eV
Multiplicity = 1
Energy relative to the best compared isomer or geometry (same formula, charge and spin) = 94.0 kcal/mol

Geometry as XYZ:
```
23
Properties=species:S:1:pos:R:3:nbo_charge:R:1
H 3.68 0.41 0.79 0.23
H -3.92 -0.68 -0.81 0.20
C -2.28 -0.85 0.47 -0.22
H -0.81 -0.93 2.11 0.22
C -1.29 -0.22 1.31 -0.22
C -2.95 -0.08 -0.46 0.03
N 0.72 0.61 -0.77 -0.65
H -1.17 2.54 -0.41 0.18
N -2.64 1.20 -0.68 -0.40
C 2.01 1.15 -0.35 0.66
O 2.38 2.29 -0.46 -0.55
C 2.58 -1.21 0.19 0.08
C -0.86 0.98 0.90 -0.24
C 2.69 0.09 0.41 -0.41
H -2.60 -1.86 0.43 0.22
O -0.61 -1.05 -1.50 -0.61
C -1.61 1.66 -0.02 -0.02
H 0.15 1.28 -1.23 0.44
C 0.42 -0.69 -0.94 0.80
H 1.24 -2.53 -0.35 0.41
H 0.27 1.44 1.11 0.24
N 1.37 -1.61 -0.37 -0.61
H 3.25 -1.96 0.66 0.23
```

=====

Record 11
DFT (the ωB97M-V functional and the def2-TZVPD basis) results for 2 unconnected molecules or ions with the total composition C9H9N3O2.

Values from the calculation:
Gap between HOMO and LUMO = 9.3036 eV
Net charge = 0
HOMO energy = -9.129 eV
Multiplicity = 1
Energy relative to the best compared isomer or geometry (same formula, charge and spin) = 85.3 kcal/mol

Geometry as XYZ:
```
23
Properties=species:S:1:pos:R:3:nbo_charge:R:1
C 1.89 2.35 -0.26 -0.17
C 1.17 1.55 -1.03 -0.32
N -1.02 -1.91 1.22 -0.64
C 1.60 2.53 1.06 -0.26
H 1.42 1.24 -2.06 0.21
H 1.09 -0.58 -1.11 0.45
N 0.29 -1.27 -0.73 -0.66
H -2.47 -2.74 -1.82 0.25
H 2.91 2.80 -0.58 0.22
O -3.24 -2.41 0.94 -0.57
C 0.16 -1.25 0.69 0.82
H -1.09 -1.80 2.28 0.45
C -0.82 -1.63 -1.60 0.04
H -0.77 -1.52 -2.72 0.24
C -1.85 -2.21 -1.00 -0.37
C -0.05 1.10 -0.55 0.05
H -0.70 0.57 -1.31 0.20
C 0.43 2.01 1.60 0.06
N -0.40 1.34 0.74 -0.46
C -2.14 -2.16 0.39 0.62
H 0.24 1.71 2.73 0.22
H 2.24 3.19 1.74 0.22
O 1.10 -0.91 1.38 -0.61
```

=====

Record 12
DFT (the ωB97M-V functional and the def2-TZVPD basis) results for a single C9H9N3O2S molecule.

Values from the calculation:
Gap between HOMO and LUMO (alpha / beta) = 7.4215 / 7.4207 eV
Net charge = 0
HOMO energy (alpha / beta) = -7.524 / -7.523 eV
Multiplicity = 1
Energy relative to the best compared isomer or geometry (same formula, charge and spin) = 93.6 kcal/mol

Geometry as XYZ:
```
24
Properties=species:S:1:pos:R:3:nbo_charge:R:1
H 2.81 1.36 1.57 0.38
C 0.44 0.47 0.88 -0.08
H -1.92 1.21 1.71 0.25
H -3.90 0.16 -0.54 0.24
O -1.51 2.93 -0.12 -0.54
H 4.35 -1.11 -1.09 0.21
H -2.13 0.46 -1.86 0.50
N 2.77 0.87 0.77 -0.37
C -1.74 1.79 -0.42 0.79
H -3.99 -0.13 1.30 0.26
N 3.87 0.40 0.27 -0.19
C -2.06 0.68 0.66 -0.20
C 3.63 -0.57 -0.54 -0.03
C -0.92 -1.44 0.36 -0.12
C 2.17 -0.92 -0.44 -0.12
C -3.26 -0.19 0.38 -0.61
N -0.77 -0.19 0.66 -0.41
H 0.20 1.42 1.38 0.21
C 1.64 -1.99 -1.10 -0.33
S -2.53 -1.92 0.14 0.30
H 0.57 -2.27 -0.88 0.25
C 1.68 0.09 0.53 0.12
H 2.19 -2.42 -1.92 0.20
O -1.61 1.30 -1.70 -0.69
```